No. 1
Molecular formula: C32H32FO17PS
Method: DFT, wB97M-V/def2-TZVPD

The geometry in ORCA input format:
```
! wB97M-V def2-TZVPD RIJCOSX def2/J DEFGRID3
* xyz 0 1
O -0.8924 3.0325 -6.6248
F -7.8114 -3.1916 -1.7656
H -4.7646 -1.8254 3.9742
H 2.6474 -0.7536 4.0962
C 4.2536 -0.7946 3.1790
H 7.0057 -0.0507 -0.3299
C 10.8094 1.5059 -0.7146
H 12.6364 2.5946 -0.8033
O 10.9376 0.9959 0.4976
C 5.5543 -1.0759 3.0288
H -7.9689 1.1113 2.6861
C -7.0411 0.8689 2.1692
C -0.3211 1.6759 -2.7514
H -3.3941 1.4788 1.4722
O -7.7978 -2.9509 0.4429
C -0.0086 -1.6673 0.8595
P -6.2101 -3.6081 4.4285
H -4.0656 -1.5877 -1.4299
H -8.1603 -3.8566 5.2138
C 11.7178 2.3043 -1.2926
O -6.4375 -4.8553 3.4485
C -3.0627 0.5860 0.9532
C 11.4632 2.8002 -2.6281
H 8.3385 1.3262 -3.2207
H 10.1432 0.4497 0.6626
O -7.4277 0.2283 0.9736
C -7.5983 -2.4624 -0.6148
C 0.4291 2.9386 -4.6546
H 0.0508 -2.6937 0.4973
O 3.5578 -1.0620 4.2733
H 3.5111 0.7003 0.0850
H 1.5050 2.7706 -2.7704
C -6.4072 -0.4001 0.2259
C 9.5312 1.1083 -1.4143
C 5.4049 -0.0593 0.6922
C 6.2142 -0.7380 1.7816
O 2.2628 0.0584 2.3281
C -7.1275 -1.0740 -0.9462
H -0.0784 3.5604 -6.7479
C -1.7558 1.7409 -4.8587
H -5.1004 0.0895 2.7365
H -5.9413 -1.1953 0.8106
O -6.6056 -1.2774 3.1556
C -1.3681 -1.0965 0.5616
C -5.6039 -2.2302 3.4032
C 10.1712 2.4109 -3.3166
H -1.1746 0.5242 1.9549
H -8.0249 -0.4863 -1.1596
C -6.1374 0.0517 3.0814
O 7.3859 -0.9616 1.5500
O -0.2412 1.1951 -1.5244
C 0.6133 2.4675 -3.3006
C -2.2137 -1.6649 -0.3887
H 10.8422 3.4599 -4.6831
O -2.3337 0.5245 -2.9156
C 9.2629 1.6096 -2.7378
C -5.2903 0.5575 -0.2580
O 8.7929 0.3672 -0.7842
O 12.2141 3.5200 -3.2584
O 10.0361 2.9297 -4.5212
H -6.5340 1.8203 1.9639
O 1.2125 3.6504 -5.2571
O -7.6920 -3.1406 4.7626
H -5.3852 0.7018 -1.3370
C -3.4592 -1.1203 -0.6634
O 6.0688 0.2354 -0.4036
C 3.4436 -0.1346 2.0891
C -0.8217 2.5338 -5.4020
H 6.1411 -1.5496 3.8030
H -1.8907 -2.5386 -0.9414
C -3.9141 0.0063 0.0144
H 0.1546 -1.6964 1.9356
S -5.0562 -4.0371 5.9301
C -1.5641 1.2571 -3.5079
C 4.0987 0.2178 0.8537
H -6.5196 -1.1180 -1.8464
H -5.7167 -5.4819 3.5931
H -6.1616 0.5115 4.0771
H 0.7782 -1.0773 0.3950
H -2.6504 1.4447 -5.3879
C -1.8135 0.0472 1.2225
H -5.3914 1.5433 0.1926
H -1.0386 0.6489 -1.3591
H -5.2149 -2.6482 2.4665
*
```

The SMILES is Cc1ccc(C[C@H](CC(=O)F)OCCOCP(O)(O)=S)cc1.O=C1C=C(O)C(=O)C=C1O.O=C1C=C(O)C(=O)C=C1O.O=C1C=C(O)C(=O)C=C1O. The value obtained for the HOMO-LUMO gap is 0.26250 hartree. The value obtained for the total energy is -3357.15334 Eh.

=====

No. 2
Molecular formula: C32H32N2O9P2TeV
Method: DFT, wB97M-V/def2-TZVPD

The geometry in ORCA input format:
```
! wB97M-V def2-TZVPD RIJCOSX def2/J DEFGRID3
* xyz 0 4
C -2.8380 1.4581 2.4054
C -5.5078 -0.2100 -1.8594
H -1.5733 -4.7950 -2.2188
C 1.7104 2.5420 2.2511
C 1.8740 4.7560 1.1970
H 1.8553 2.0902 -0.4057
O 0.8356 -0.5232 -2.6901
H 3.4024 -5.2989 1.6702
C -6.3454 -1.1330 -1.2552
H -4.0268 0.2517 1.0866
H 3.7912 -2.8936 2.3972
C 2.4228 1.5889 -2.3229
H -0.3294 -2.0964 1.7587
C -2.9812 0.5532 1.3481
H -3.9552 3.1927 2.8230
C 0.3054 -4.0462 1.1940
H 3.3013 3.1247 -0.8653
H -5.9310 0.6500 -2.4567
H -7.4187 -1.0749 -1.3746
O 2.9995 -0.4815 -0.6648
H 1.9451 -1.2908 2.2583
C -1.8788 0.0241 0.6705
C -1.1126 -4.0110 -1.5748
H 1.5664 3.4711 -1.4267
C -1.5008 1.6403 2.8659
V 1.0886 -1.3775 -0.7495
C 3.8388 3.6732 2.0091
C -4.4785 -2.1134 -0.1485
O 2.9359 -3.8168 -2.0589
Te -1.6113 -4.6338 0.4889
H -2.6108 -2.5125 -2.3046
H -6.5231 -2.7007 0.2273
C 1.8238 -2.2778 1.8881
C 2.8838 -3.1939 1.9594
C 1.4042 -4.9199 1.1676
C 2.3508 2.6947 -1.1895
H 4.9288 3.6729 2.1797
C -0.4171 1.2106 2.1634
P 0.8359 0.9743 -2.8946
C -1.5926 -2.6089 -1.9812
N -1.2230 -1.6975 -0.9082
N 3.1963 2.1784 -3.4897
H 1.1946 -5.9224 0.8326
C -5.8372 -2.0481 -0.3516
C -4.1204 -0.2354 -1.6395
C 2.1893 -3.1286 -1.5532
H 3.5609 1.8039 3.0551
H 1.3233 5.6660 0.9192
P 3.6180 0.3519 -1.7648
C 1.1598 3.6979 1.6376
C -3.6488 -1.1621 -0.7570
C 3.1171 2.6097 2.5053
C -4.0289 2.1379 3.0981
C -0.5592 0.4247 1.0094
H 3.9108 5.5060 1.0053
C 0.5379 -2.7128 1.5166
H 3.0238 1.5281 -4.2344
C 0.9753 1.3265 2.6327
O 0.5293 0.2561 0.2168
H -0.0404 -4.1384 -1.6164
O 0.7352 1.5032 -4.2957
C -2.1244 -1.0068 -0.3546
H -1.2948 2.2526 3.7032
O 3.7623 -0.6187 -3.0148
H -0.9998 -2.2398 -2.8331
H -3.4811 0.5018 -2.0520
C 2.6579 -4.5222 1.6095
H 2.9226 3.1544 -3.7148
O -0.2330 1.5810 -1.9260
H 4.1630 2.1817 -3.0990
H -4.9882 1.7145 2.7460
H 0.1024 3.6486 1.5813
H -3.9369 1.9813 4.1451
H 2.9010 -1.0245 -3.0969
H 0.0033 1.1794 -0.9884
O 4.9049 1.0956 -1.5341
C 3.2635 4.7349 1.3891
O 1.4418 0.5803 3.4437
H -4.1458 -2.6986 0.6102
*
```

For the energy above the lowest of the compared OMol25 structures with the same formula, charge and spin, the calculation gives 0.0 kcal/mol. The value obtained for the HOMO-LUMO gap (alpha / beta) is 0.29238 / 0.30856 hartree. The value obtained for the total energy is -3920.27564 Eh.

=====

What did the first record say?
Molecular formula: C32H32FO17PS
Method: DFT, wB97M-V/def2-TZVPD

The geometry in ORCA input format:
```
! wB97M-V def2-TZVPD RIJCOSX def2/J DEFGRID3
* xyz 0 1
O -0.8924 3.0325 -6.6248
F -7.8114 -3.1916 -1.7656
H -4.7646 -1.8254 3.9742
H 2.6474 -0.7536 4.0962
C 4.2536 -0.7946 3.1790
H 7.0057 -0.0507 -0.3299
C 10.8094 1.5059 -0.7146
H 12.6364 2.5946 -0.8033
O 10.9376 0.9959 0.4976
C 5.5543 -1.0759 3.0288
H -7.9689 1.1113 2.6861
C -7.0411 0.8689 2.1692
C -0.3211 1.6759 -2.7514
H -3.3941 1.4788 1.4722
O -7.7978 -2.9509 0.4429
C -0.0086 -1.6673 0.8595
P -6.2101 -3.6081 4.4285
H -4.0656 -1.5877 -1.4299
H -8.1603 -3.8566 5.2138
C 11.7178 2.3043 -1.2926
O -6.4375 -4.8553 3.4485
C -3.0627 0.5860 0.9532
C 11.4632 2.8002 -2.6281
H 8.3385 1.3262 -3.2207
H 10.1432 0.4497 0.6626
O -7.4277 0.2283 0.9736
C -7.5983 -2.4624 -0.6148
C 0.4291 2.9386 -4.6546
H 0.0508 -2.6937 0.4973
O 3.5578 -1.0620 4.2733
H 3.5111 0.7003 0.0850
H 1.5050 2.7706 -2.7704
C -6.4072 -0.4001 0.2259
C 9.5312 1.1083 -1.4143
C 5.4049 -0.0593 0.6922
C 6.2142 -0.7380 1.7816
O 2.2628 0.0584 2.3281
C -7.1275 -1.0740 -0.9462
H -0.0784 3.5604 -6.7479
C -1.7558 1.7409 -4.8587
H -5.1004 0.0895 2.7365
H -5.9413 -1.1953 0.8106
O -6.6056 -1.2774 3.1556
C -1.3681 -1.0965 0.5616
C -5.6039 -2.2302 3.4032
C 10.1712 2.4109 -3.3166
H -1.1746 0.5242 1.9549
H -8.0249 -0.4863 -1.1596
C -6.1374 0.0517 3.0814
O 7.3859 -0.9616 1.5500
O -0.2412 1.1951 -1.5244
C 0.6133 2.4675 -3.3006
C -2.2137 -1.6649 -0.3887
H 10.8422 3.4599 -4.6831
O -2.3337 0.5245 -2.9156
C 9.2629 1.6096 -2.7378
C -5.2903 0.5575 -0.2580
O 8.7929 0.3672 -0.7842
O 12.2141 3.5200 -3.2584
O 10.0361 2.9297 -4.5212
H -6.5340 1.8203 1.9639
O 1.2125 3.6504 -5.2571
O -7.6920 -3.1406 4.7626
H -5.3852 0.7018 -1.3370
C -3.4592 -1.1203 -0.6634
O 6.0688 0.2354 -0.4036
C 3.4436 -0.1346 2.0891
C -0.8217 2.5338 -5.4020
H 6.1411 -1.5496 3.8030
H -1.8907 -2.5386 -0.9414
C -3.9141 0.0063 0.0144
H 0.1546 -1.6964 1.9356
S -5.0562 -4.0371 5.9301
C -1.5641 1.2571 -3.5079
C 4.0987 0.2178 0.8537
H -6.5196 -1.1180 -1.8464
H -5.7167 -5.4819 3.5931
H -6.1616 0.5115 4.0771
H 0.7782 -1.0773 0.3950
H -2.6504 1.4447 -5.3879
C -1.8135 0.0472 1.2225
H -5.3914 1.5433 0.1926
H -1.0386 0.6489 -1.3591
H -5.2149 -2.6482 2.4665
*
```

The SMILES is Cc1ccc(C[C@H](CC(=O)F)OCCOCP(O)(O)=S)cc1.O=C1C=C(O)C(=O)C=C1O.O=C1C=C(O)C(=O)C=C1O.O=C1C=C(O)C(=O)C=C1O. The value obtained for the HOMO-LUMO gap is 0.26250 hartree. The value obtained for the total energy is -3357.15334 Eh.

=====

What is the formula in the first record? C32H32FO17PS